Entry 1:
{"formula": "C2H7NSi", "method": "wB97M-V/def2-TZVPD", "total_charge": 0, "e_lumo_ha": 0.040, "species": ["C", "C", "N", "Si", "H", "H", "H", "H", "H", "H", "H"], "positions_angstrom": [[-0.53, 1.89, 1.20], [-0.11, -1.38, -1.28], [-0.73, 0.72, 0.72], [0.65, -0.44, 0.21], [-1.43, 2.38, 1.50], [0.38, 2.31, 1.04], [-0.74, -0.71, -1.85], [0.45, -2.19, -1.91], [-0.81, -1.99, -0.79], [1.06, -0.99, 1.52], [1.82, 0.41, -0.35]]}


Entry 2:
{"formula": "C4H10", "method": "wB97M-V/def2-TZVPD", "total_charge": -1, "multiplicity": 2, "e_lumo_ha": [0.131, 0.128], "s2": 0.7547, "species": ["C", "H", "H", "H", "H", "C", "C", "C", "H", "H", "H", "H", "H", "H"], "positions_angstrom": [[0.29, -1.80, -3.56], [0.43, -1.42, -4.49], [-0.78, -2.15, -3.43], [0.89, -2.74, -3.31], [0.79, -1.19, -2.76], [-0.35, 0.87, 3.03], [-0.60, 0.96, 1.60], [0.36, 0.98, 0.60], [-0.60, 1.93, 3.65], [0.69, 0.62, 3.31], [-1.02, 0.15, 3.55], [-1.57, 1.18, 1.27], [0.01, 1.45, -0.39], [1.46, 1.17, 0.93]]}


Entry 3:
{"formula": "C16H14N2O3", "method": "wB97M-V/def2-TZVPD", "total_charge": 0, "e_lumo_ha": -0.020, "species": ["C", "C", "C", "C", "C", "C", "C", "N", "O", "O", "H", "C", "O", "N", "C", "C", "C", "C", "C", "C", "C", "H", "H", "C", "H", "H", "H", "H", "H", "H", "H", "H", "H", "H", "H"], "positions_angstrom": [[3.94, -1.34, -3.29], [2.89, -0.69, -2.46], [1.79, -0.09, -3.08], [0.79, 0.52, -2.35], [0.83, 0.54, -0.96], [1.91, -0.04, -0.32], [2.93, -0.65, -1.06], [4.00, -1.24, -0.30], [3.76, -1.51, 0.86], [5.07, -1.42, -0.84], [2.00, -0.01, 0.75], [-0.23, 1.28, -0.19], [-0.36, 2.48, -0.31], [-1.00, 0.50, 0.61], [-2.06, 0.95, 1.41], [-2.41, 2.25, 1.71], [-3.50, 2.45, 2.56], [-4.21, 1.38, 3.08], [-3.84, 0.07, 2.76], [-2.76, -0.13, 1.93], [-2.18, -1.42, 1.43], [-2.88, -1.92, 0.76], [-1.93, -2.10, 2.24], [-0.92, -0.96, 0.67], [-0.01, -1.25, 1.21], [-0.87, -1.38, -0.34], [-4.39, -0.77, 3.17], [-5.05, 1.55, 3.73], [-3.80, 3.45, 2.81], [-1.87, 3.09, 1.31], [-0.04, 1.00, -2.86], [1.74, -0.10, -4.15], [4.19, -2.33, -2.91], [3.61, -1.42, -4.32], [4.86, -0.75, -3.26]]}


Entry 4:
{"formula": "C5H9N4S", "method": "wB97M-V/def2-TZVPD", "total_charge": -1, "e_lumo_ha": [0.112, 0.115], "species": ["C", "C", "C", "C", "C", "N", "N", "N", "N", "S", "H", "H", "H", "H", "H", "H", "H", "H", "H"], "positions_angstrom": [[-0.68, -0.32, 1.46], [0.86, 1.61, -0.61], [-1.38, 0.80, -1.38], [1.82, -1.53, -0.39], [0.01, 0.42, -0.86], [-0.14, -1.41, 2.10], [-1.85, 0.09, 1.95], [-1.00, -1.57, 3.04], [-2.01, -0.73, 3.00], [0.65, -1.08, -1.71], [0.17, 2.24, 0.09], [1.09, 2.35, -1.33], [1.83, 1.35, -0.08], [-2.19, 0.14, -0.92], [-1.33, 0.77, -2.47], [-1.67, 1.80, -1.24], [1.31, -1.40, 0.47], [2.64, -0.98, -0.63], [1.89, -2.53, -0.48]]}